1.
A molecular structure, C32H24N4O4SZr, computed with ωB97M-V/def2-TZVPD.

Output
Energy   -2198.6380 hartree
Total charge   +2
Multiplicity   1
Strongest force on any atom   1.83 eV Å⁻¹

Positions of all 66 atoms, in Å:
Zr  0.57  -0.54  0.37
C  0.10  -1.52  3.53
O  0.58  -0.50  2.60
C  0.46  0.84  3.05
C  -0.08  1.21  4.26
C  -0.12  2.56  4.59
C  0.36  3.52  3.72
C  0.89  3.14  2.49
C  0.92  1.81  2.16
N  1.40  1.30  0.92
N  1.89  2.11  0.06
C  2.44  1.67  -1.08
C  2.71  0.30  -1.38
O  2.25  -0.67  -0.58
C  3.53  -0.06  -2.45
C  4.01  0.92  -3.28
C  3.73  2.30  -3.09
C  4.24  3.27  -3.97
C  3.96  4.59  -3.78
C  3.16  4.98  -2.69
C  2.65  4.05  -1.81
C  2.94  2.69  -1.99
H  0.70  -1.46  4.43
H  0.24  -2.47  3.04
H  -0.95  -1.35  3.74
H  -0.45  0.48  4.97
H  -0.54  2.85  5.55
H  0.33  4.57  4.00
H  1.27  3.87  1.79
H  3.75  -1.10  -2.61
H  4.64  0.64  -4.12
H  4.86  2.95  -4.80
H  4.36  5.34  -4.45
H  2.94  6.03  -2.54
H  2.03  4.37  -0.99
O  -0.62  0.83  -1.12
S  -1.69  -0.04  -0.59
O  -1.61  0.06  0.89
N  -1.04  -1.46  -0.92
C  -1.47  -2.66  -0.27
C  -2.72  -3.21  -0.27
C  -2.96  -4.50  0.25
C  -1.94  -5.25  0.75
C  -0.63  -4.70  0.82
C  0.48  -5.41  1.32
C  1.71  -4.80  1.40
C  1.82  -3.46  1.04
N  0.79  -2.76  0.58
C  -0.43  -3.39  0.38
C  -3.25  0.30  -1.17
C  -4.25  0.63  -0.26
C  -5.51  0.89  -0.76
C  -5.74  0.82  -2.13
C  -4.72  0.49  -3.02
C  -3.45  0.22  -2.55
H  -3.53  -2.67  -0.75
H  -3.96  -4.90  0.22
H  -2.11  -6.26  1.09
H  0.36  -6.44  1.63
H  2.58  -5.33  1.75
H  2.75  -2.92  1.15
H  -4.04  0.68  0.80
H  -6.32  1.15  -0.09
H  -6.73  1.03  -2.52
H  -4.92  0.44  -4.09
H  -2.65  -0.04  -3.23

Here are the Löwdin charges for atoms 1 to 6, given in e: 1.8871, 0.0124, -0.2524, -0.2055, 0.0037, -0.0325

2.
2 unconnected molecules or ions with the total composition C4H8O2, computed with ωB97M-V/def2-TZVPD.

Output
Energy   -307.5107 hartree
Relative energy (zero: lowest compared OMol25 entry of this formula, charge and spin)   529.5 kJ/mol
Multiplicity   1
Strongest force on any atom   0.49 eV Å⁻¹

Positions of all 14 atoms, in Å:
C  1.54  0.37  -1.27
O  0.63  -1.09  -0.19
C  -0.62  -0.98  0.07
C  -1.07  -0.58  1.45
C  -0.97  0.64  0.63
O  0.11  1.36  0.56
H  2.23  -0.44  -1.47
H  2.09  1.31  -1.07
H  0.81  0.51  -2.06
H  -1.37  -1.28  -0.68
H  -0.31  -0.71  2.23
H  -2.07  -0.91  1.72
H  -1.87  1.01  0.12
H  0.86  0.79  -0.04

Here are the Löwdin charges for atoms 1 to 6, given in e: 0.0393, -0.0806, -0.3250, -0.0606, -0.2877, -0.0253

3.
A molecular structure, C9H8Cl3F5NO5SSrTe, computed with ωB97M-V/def2-TZVPD.

Output
Energy   -3355.7689 hartree
Relative energy (zero: lowest compared OMol25 entry of this formula, charge and spin)   50.0 kJ/mol
Total charge   -1
Multiplicity   1
Strongest force on any atom   1.06 eV Å⁻¹

Positions of all 34 atoms, in Å:
Sr  -0.24  -0.20  -0.35
C  1.66  2.70  1.65
C  0.21  2.41  1.37
C  -0.56  1.65  2.25
C  -1.89  1.36  1.97
C  -2.48  1.84  0.81
C  -1.73  2.60  -0.08
C  -0.40  2.88  0.20
H  1.75  3.40  2.49
H  2.15  3.14  0.78
H  2.20  1.79  1.90
H  -0.10  1.26  3.15
H  -2.46  0.74  2.65
H  -3.50  1.57  0.57
H  -2.18  2.94  -1.00
H  0.19  3.45  -0.51
Cl  4.56  -2.57  1.05
C  4.40  -1.50  -0.36
Cl  5.08  -2.31  -1.79
Cl  5.34  -0.03  -0.06
C  2.91  -1.12  -0.54
N  2.37  -0.07  -0.28
F  -1.87  -0.24  -2.22
Te  -3.08  -1.66  -1.54
F  -3.01  -2.22  -3.30
F  -4.70  -2.53  -1.19
F  -4.30  -0.34  -2.11
F  -2.34  -3.34  -1.21
O  -2.65  -1.03  0.07
O  0.94  -4.36  -1.13
S  0.87  -2.96  -0.87
O  0.43  -2.58  0.49
O  2.37  -2.45  -1.02
O  0.07  -2.18  -1.84

Here are the Löwdin charges for atoms 1 to 6, given in e: 1.5233, -0.0510, -0.3223, -0.0690, -0.0974, -0.1129

4.
2 unconnected molecules or ions with the total composition C3H6NP, computed with ωB97M-V/def2-TZVPD.

Output
Energy   -513.8900 hartree
Relative energy (zero: lowest compared OMol25 entry of this formula, charge and spin)   209.3 kJ/mol
Multiplicity   1
Strongest force on any atom   5.27 eV Å⁻¹

Positions of all 11 atoms, in Å:
C  -1.92  -1.04  -0.81
C  0.56  -0.92  0.41
C  -0.88  -0.14  -1.00
N  -2.60  -1.93  -0.61
P  -1.34  1.56  -0.53
H  1.05  0.01  0.66
H  -0.06  -1.22  1.28
H  1.10  -1.61  -0.11
H  -0.30  -0.35  -2.00
H  0.03  2.21  -0.83
H  -1.05  1.45  0.96

Here are the Löwdin charges for atoms 1 to 6, given in e: -0.4377, 0.0655, -0.5622, 0.1461, 0.7462, 0.0050

5.
A gas-phase ion, C21H33 (charge +1), computed with ωB97M-V/def2-TZVPD.

Output
Energy   -819.6328 hartree
Relative energy (zero: lowest compared OMol25 entry of this formula, charge and spin)   138.2 kJ/mol
Total charge   +1
Multiplicity   1
Strongest force on any atom   7.23 eV Å⁻¹

Positions of all 54 atoms, in Å:
C  1.81  0.41  -3.31
C  2.25  1.83  -3.04
C  2.05  2.35  -1.63
C  0.62  2.41  -1.14
C  0.44  2.50  0.40
C  0.20  1.13  1.17
C  1.34  0.33  1.71
C  2.02  0.71  3.01
C  1.63  -0.95  1.03
C  1.53  -1.14  -0.52
C  2.84  -0.85  -1.26
C  2.72  -0.70  -2.79
H  0.79  0.25  -2.96
H  1.75  0.27  -4.39
H  3.30  1.93  -3.32
H  1.72  2.51  -3.69
H  2.66  1.81  -0.90
H  2.45  3.36  -1.54
H  0.11  3.25  -1.63
H  0.07  1.54  -1.52
H  1.31  3.03  0.80
H  -0.41  3.18  0.58
H  -0.43  1.42  2.04
H  -0.43  0.49  0.50
H  3.14  0.38  2.75
H  2.18  1.86  2.88
H  2.60  -1.37  1.33
H  0.88  -1.66  1.47
H  1.24  -2.18  -0.76
H  0.71  -0.58  -0.97
H  3.28  0.04  -0.83
H  3.54  -1.67  -1.03
H  2.39  -1.68  -3.18
H  3.73  -0.55  -3.19
C  2.98  1.28  5.23
C  1.81  0.52  4.43
C  0.45  1.16  4.89
C  1.90  -0.95  4.83
C  0.78  -1.78  5.11
C  0.94  -3.18  5.22
C  2.21  -3.76  5.21
C  3.32  -2.96  4.93
C  3.17  -1.54  4.89
H  3.50  0.75  6.04
H  3.70  1.65  4.51
H  2.60  2.13  5.82
H  -0.21  0.59  5.58
H  0.62  2.06  5.51
H  -0.12  1.42  3.98
H  -0.22  -1.35  5.19
H  0.04  -3.79  5.38
H  2.29  -4.86  5.23
H  4.30  -3.42  4.83
H  4.09  -0.96  4.83

Here are the Löwdin charges for atoms 1 to 6, given in e: -0.2103, -0.1899, -0.2192, -0.1961, -0.1275, -0.0911

6.
C3H5BN2 in the gas phase, computed with ωB97M-V/def2-TZVPD.

Output
Energy   -251.6039 hartree
Relative energy (zero: lowest compared OMol25 entry of this formula, charge and spin)   144.3 kJ/mol
Multiplicity   1
Strongest force on any atom   3.80 eV Å⁻¹

Positions of all 11 atoms, in Å:
H  -1.74  -3.05  -0.26
B  -1.35  -2.00  -0.37
N  -0.52  -1.14  -0.80
C  -0.07  0.03  -1.38
N  0.20  1.09  -0.77
C  0.03  1.13  0.57
C  1.07  0.88  1.35
H  0.22  -0.13  -2.39
H  -1.02  1.43  0.95
H  1.27  1.08  2.33
H  1.90  0.68  0.77

Here are the Löwdin charges for atoms 1 to 6, given in e: 0.0062, 0.0260, 0.1229, -0.2492, 0.0479, -0.2842

> Look up the energy of the first one.

-2198.6380 hartree